1.
C45H52AsDyNOS6Si as an isolated structure in a non-equilibrium geometry, computed with ωB97M-V/def2-TZVPD.

Geometry (Å):
Dy -0.3682 0.1464 -0.1157
C -1.6495 -1.6899 0.2158
Si -3.2392 -0.6715 0.5112
C -3.2157 1.1124 -0.1775
N -1.9246 1.9211 -0.3089
C -1.9689 2.8286 -1.4922
C -3.0021 3.9263 -1.4117
C -2.9329 4.7562 -0.1176
C -2.7418 3.8559 1.1080
C -1.6443 2.8453 0.8584
C -3.7027 -0.5705 2.3573
C -3.3186 -1.6315 3.2585
C -3.7086 -1.5522 4.6050
C -4.4779 -0.5106 5.0435
C -4.8879 0.5122 4.1704
C -4.5170 0.4720 2.8357
C -4.6029 -1.4661 -0.4895
C -5.7068 -1.9785 0.1852
C -6.7803 -2.4952 -0.5182
C -6.8393 -2.3816 -1.8971
C -5.7307 -1.8937 -2.5856
C -4.6145 -1.3950 -1.8889
H -1.7778 -2.3398 -0.6630
H -1.6061 -2.4255 1.0543
H -3.9157 1.6506 0.4599
H -3.6323 1.0865 -1.1795
H -2.0900 2.2945 -2.4473
H -0.9403 3.1911 -1.5541
H -4.0360 3.5076 -1.6190
H -2.8627 4.5689 -2.2615
H -3.8398 5.3517 0.0282
H -2.1311 5.4599 -0.1631
H -3.6570 3.3787 1.3798
H -2.4817 4.4846 1.9948
H -1.5263 2.1584 1.7369
H -0.6244 3.1855 0.6562
H -2.6754 -2.4665 2.9680
H -3.3406 -2.2939 5.3483
H -4.7012 -0.4557 6.1075
H -5.4329 1.3205 4.5887
H -4.9289 1.2860 2.2597
H -5.7421 -2.0935 1.2860
H -7.6657 -2.8871 0.0383
H -7.7093 -2.7352 -2.5043
H -5.7776 -1.8025 -3.6405
H -3.7854 -0.9867 -2.4422
C -0.0856 1.3282 5.9298
S 1.5156 0.5900 5.6760
C 0.9948 -0.9167 4.9222
C 0.8148 -1.0464 3.5129
S 0.7528 0.3575 2.4629
S 0.7051 -2.7222 3.0666
C 0.8808 -3.4570 4.6441
S 0.9374 -5.0793 4.8777
S 0.9316 -2.3113 5.9403
H 0.0522 2.1854 6.6102
H -0.7993 0.6531 6.4374
H -0.4777 1.6507 4.9606
C 8.5055 -0.7191 -1.2817
C 7.6940 -1.1538 -2.3103
C 6.3957 -0.6777 -2.5326
C 5.8230 0.1339 -1.5684
C 6.6500 0.5943 -0.5058
C 7.9657 0.2323 -0.4247
As 3.8533 0.0191 -1.5239
C 3.4741 1.6664 -0.5666
C 2.7858 2.6654 -1.3063
C 2.7210 3.9443 -0.7803
C 3.2998 4.2932 0.4433
C 3.8659 3.2210 1.2117
C 3.9060 1.9309 0.7236
C 3.5151 -1.4488 -0.2879
C 4.3381 -1.8432 0.8038
C 3.9399 -2.9225 1.6000
C 2.7971 -3.6455 1.2599
C 2.0372 -3.3263 0.1154
C 2.3683 -2.2030 -0.6279
H 9.5312 -1.0567 -1.1927
H 8.1082 -1.7844 -3.0879
H 5.8960 -1.0040 -3.4464
H 6.2634 1.3899 0.1152
H 8.5684 0.6991 0.3350
H 2.3966 2.4235 -2.3040
H 2.2045 4.7227 -1.3080
H 3.3130 5.3039 0.7857
H 4.2137 3.4855 2.2088
H 4.2803 1.1190 1.3575
H 5.2489 -1.2837 1.0790
H 4.5073 -3.1200 2.4933
H 2.4267 -4.4312 1.8962
H 1.1974 -3.9409 -0.1664
H 1.8238 -2.0031 -1.5228
C -1.1074 -1.2027 -5.8857
C -0.9211 -1.3676 -4.3703
S -0.0052 0.0180 -3.6541
O 0.1264 -0.5052 -2.1280
C 1.6165 -0.4275 -4.3710
C 2.0064 -1.8775 -4.4470
H -1.4367 -2.1280 -6.3799
H -0.1268 -0.9478 -6.3914
H -1.7978 -0.3594 -6.0333
H -0.3833 -2.2916 -4.1283
H -1.9012 -1.2765 -3.8428
H 2.2664 0.1499 -3.7328
H 1.6341 0.0134 -5.3752
H 1.8446 -2.4667 -3.5299
H 3.0467 -2.0336 -4.7767
H 1.4555 -2.3880 -5.2564

Properties
Charge ... +1
Kohn-Sham gap (spin up / spin down) ... 6.5 / 6.5 eV
Electronic energy ... -208850.8892 eV
2S+1 ... 6
LUMO (spin up / spin down) ... -2.45 / -2.47 eV
Energy above the lowest of the compared OMol25 structures with the same formula, charge and spin ... 82.3 kJ/mol
HOMO level (spin up / spin down) ... -8.9 / -8.9 eV
⟨S²⟩ ... 9.34

Löwdin population analysis, charges in e, atoms 1 to 6:
1. Dy 1.29
2. C -0.40
3. Si 0.59
4. C -0.19
5. N -0.35
6. C -0.21


2.
C45H52ClGaN2O2Si2 as an isolated structure in a non-equilibrium geometry, computed with ωB97M-V/def2-TZVPD.

Geometry (Å):
Ga 0.1302 -0.1401 -0.0953
Cl 0.6830 5.4343 -4.8109
C 0.2230 4.1527 -3.8218
C -0.8190 3.2757 -4.2334
C -1.1901 2.1776 -3.4545
C -0.5416 1.9010 -2.2535
O -0.8661 0.8094 -1.5211
C 0.4881 2.8148 -1.7757
C 1.1168 2.6775 -0.5567
O 0.9488 1.6369 0.2779
C 0.8568 3.9354 -2.5919
H -1.2897 3.5119 -5.1838
H -1.9987 1.5163 -3.7634
H 1.7883 3.4903 -0.2380
H 1.6580 4.6037 -2.2899
C 0.5414 -1.7299 -1.3543
Si 2.3293 -2.2217 -1.3317
C 2.8548 -1.8920 0.4921
N 2.6289 -0.4773 0.8811
C 3.6595 0.4040 0.2726
C 3.9776 1.6161 1.1167
C 4.6090 1.2151 2.4726
C 3.9725 -0.0967 2.9736
C 2.5765 -0.2998 2.3740
C 3.3344 -1.2332 -2.5454
C 4.6846 -1.5669 -2.8356
C 5.4483 -0.7867 -3.7205
C 4.8867 0.3483 -4.3237
C 3.5569 0.6896 -4.0531
C 2.7853 -0.0840 -3.1815
C 2.5158 -4.0542 -1.6491
C 2.0528 -4.9929 -0.6937
C 2.0175 -6.3607 -0.9738
C 2.3970 -6.8401 -2.2377
C 2.8694 -5.9301 -3.1932
C 2.9290 -4.5589 -2.9056
H -0.0917 -2.5459 -0.9852
H 0.1774 -1.4445 -2.3479
H 3.8920 -2.2153 0.6830
H 2.2267 -2.5175 1.1375
H 3.3056 0.7213 -0.7140
H 4.5611 -0.2056 0.1078
H 3.0587 2.1908 1.2632
H 4.6492 2.2624 0.5390
H 4.4576 2.0113 3.2097
H 5.7018 1.1349 2.4054
H 3.8520 -0.0753 4.0589
H 4.5950 -0.9752 2.7614
H 1.9791 0.6033 2.5474
H 2.0431 -1.1450 2.8288
H 5.1406 -2.4539 -2.3967
H 6.4616 -1.1027 -3.9571
H 5.4905 0.9765 -4.9836
H 3.0963 1.5666 -4.5047
H 1.7478 0.1968 -3.0233
H 1.7491 -4.6729 0.2973
H 1.6612 -7.0308 -0.1924
H 2.3217 -7.9034 -2.4669
H 3.1973 -6.2453 -4.1862
H 3.2983 -3.8881 -3.6840
C -0.7279 -0.6234 1.6712
Si -2.5282 -0.2018 1.9973
C -2.6055 1.6976 2.2100
N -2.1583 2.3368 0.9884
C -3.1949 2.3583 -0.0630
C -3.3132 3.6976 -0.7742
C -3.5681 4.8127 0.2628
C -2.5108 4.7759 1.3896
C -1.4817 3.6414 1.2085
C -3.7272 -0.7838 0.6854
C -5.1293 -0.6113 0.8405
C -6.0236 -1.0543 -0.1411
C -5.5496 -1.6776 -1.3046
C -4.1643 -1.8614 -1.4636
C -3.2709 -1.4294 -0.4908
C -2.9908 -1.0399 3.6067
C -4.0217 -2.0077 3.6866
C -4.3234 -2.6353 4.9049
C -3.6005 -2.3497 6.0696
C -2.5633 -1.4031 5.9900
C -2.2617 -0.7590 4.7860
H -0.5965 -1.7078 1.7973
H -0.1204 -0.1216 2.4339
H -1.9736 1.9527 3.0714
H -3.6274 1.9753 2.4973
H -4.1477 2.0953 0.4053
H -2.9847 1.5488 -0.7714
H -4.1474 3.6407 -1.4814
H -2.4188 3.9075 -1.3781
H -4.5848 4.6996 0.6562
H -3.5910 5.7848 -0.2333
H -2.9758 4.7042 2.3754
H -1.9606 5.7232 1.4371
H -0.7926 3.5513 2.0587
H -0.8910 3.8729 0.3102
H -5.5424 -0.1425 1.7296
H -7.0838 -0.8912 0.0384
H -6.2486 -2.0071 -2.0741
H -3.7633 -2.3683 -2.3352
H -2.2053 -1.6181 -0.6648
H -4.6046 -2.3012 2.8134
H -5.1465 -3.3552 4.9137
H -3.8368 -2.8547 7.0048
H -1.9742 -1.1341 6.8649
H -1.4550 -0.0245 4.8009

Properties
Charge ... 0
Kohn-Sham gap (spin up / spin down) ... 6.4 / 6.4 eV
Electronic energy ... -135239.9978 eV
LUMO (spin up / spin down) ... -1.05 / -1.05 eV
HOMO level (spin up / spin down) ... -7.5 / -7.5 eV

Löwdin population analysis, charges in e, atoms 1 to 6:
1. Ga 0.46
2. Cl 0.71
3. C -0.72
4. C -0.06
5. C 0.00
6. C -0.27


3.
C45H52InN4O6PS as an isolated structure in a non-equilibrium geometry, computed with ωB97M-V/def2-TZVPD.

Geometry (Å):
In 0.8078 0.4063 0.4423
C 3.6696 2.4134 1.7922
C 2.8005 2.8714 0.5639
C 3.7148 3.8270 -0.1864
C 4.0378 5.0416 0.3699
C 3.2955 5.4733 1.5241
C 2.1235 4.9453 1.9384
C 1.2482 5.5234 3.0599
C 1.6332 3.7514 1.1650
N -0.0405 2.4206 0.7792
C 2.3394 -0.1374 3.1339
O 3.1413 -0.1794 4.0438
C 0.8730 -0.0616 3.4954
C 0.5382 -0.0094 4.8507
C -0.7805 -0.2133 5.2292
C -1.7201 -0.4858 4.2486
C -1.3300 -0.3229 2.8856
N -0.0785 -0.1636 2.5675
C -2.5473 -0.1313 2.0211
O -3.6006 -0.3083 2.6828
N -2.4223 0.1686 0.7324
C -3.6537 0.5314 0.0635
C -4.4136 -0.3895 -0.6458
C -3.8905 -1.7735 -0.9334
C -5.6131 0.0632 -1.2494
C -6.0654 1.3858 -1.2070
C -5.3544 2.2421 -0.4045
C -4.1540 1.8683 0.1866
C -3.4850 2.8345 1.1464
H 4.2320 3.2092 2.2561
H 4.2678 1.5538 1.4979
H 2.9214 2.1203 2.5816
H 4.2390 3.3405 -1.0152
H 4.8129 5.6314 -0.0555
H 3.6683 6.3462 2.0831
H 0.2030 5.4954 2.7011
H 1.4818 6.5383 3.3479
H 1.2451 4.8227 3.9340
H 1.3539 0.1808 5.4959
H -1.0868 -0.1255 6.2358
H -2.7428 -0.6790 4.4108
H -3.7825 -2.3646 0.0221
H -2.9269 -1.7688 -1.4190
H -4.5922 -2.1956 -1.6402
H -6.1318 -0.7008 -1.8714
H -6.9401 1.6233 -1.7923
H -5.6913 3.2621 -0.2274
H -2.6409 2.3707 1.7460
H -4.2588 3.2470 1.8073
H -2.9603 3.6417 0.5605
O 2.3710 1.7914 -0.1217
S 0.3626 3.7298 -0.2156
O 0.6973 2.9443 1.9693
O 2.5254 -0.1178 1.9001
O -0.6839 4.8130 -0.0358
C 3.3861 -3.2532 1.0329
C 2.1336 -3.9464 0.4528
C 2.3919 -4.5698 -0.8801
P 0.7123 -2.7197 0.6790
C -0.3410 -3.7235 1.7814
C 0.3539 -3.5957 3.1540
C -1.8166 -3.2993 1.8648
C -0.2169 -2.8143 -0.9153
C -0.8385 -4.0088 -1.2810
C -1.4520 -4.2967 -2.4657
C -1.9908 -5.6543 -2.8748
C -1.4104 -3.1942 -3.3294
C -0.8074 -1.9679 -3.0744
C -0.1298 -1.7732 -1.8366
N 0.5193 -0.5882 -1.5183
C 0.7841 0.4158 -2.4611
C -0.1429 1.3608 -2.9365
C -1.5567 1.3124 -2.5111
C 0.2505 2.2947 -3.9050
C 1.5112 2.3028 -4.4192
C 1.8905 3.3976 -5.3918
C 2.4508 1.4074 -3.9318
C 2.0939 0.4898 -2.9674
C 3.0836 -0.5181 -2.4203
H 4.2946 -3.7857 0.7865
H 3.3364 -3.0223 2.1018
H 3.4678 -2.2391 0.5867
H 2.0237 -4.7686 1.1511
H 2.2979 -3.8511 -1.6894
H 1.5999 -5.2537 -1.1710
H 3.2990 -5.1327 -0.9968
H -0.3501 -4.7805 1.4723
H 0.3474 -2.5449 3.4795
H 1.3187 -4.0750 3.1827
H -0.2256 -4.0864 3.9665
H -2.0594 -2.4841 1.2383
H -2.1115 -3.0395 2.9145
H -2.4961 -4.0848 1.5961
H -0.8651 -4.7674 -0.5562
H -2.3813 -5.6826 -3.9134
H -2.7572 -6.0109 -2.1640
H -1.2566 -6.4248 -2.7592
H -1.8480 -3.2576 -4.3047
H -0.7727 -1.1912 -3.8509
H -2.2085 0.7404 -3.1922
H -2.0161 2.2571 -2.3841
H -1.6679 0.7680 -1.5658
H -0.4937 2.8911 -4.4256
H 1.0643 3.9289 -5.8252
H 2.6242 3.0629 -6.1207
H 2.5470 4.1877 -4.9487
H 3.5014 1.4490 -4.1798
H 4.0311 -0.4815 -2.9277
H 2.6093 -1.5073 -2.4571
H 3.2716 -0.1729 -1.3403

Properties
Charge ... -2
Kohn-Sham gap ... 6.3 eV
Electronic energy ... -91050.9704 eV
LUMO ... 4.12 eV
Energy above the lowest of the compared OMol25 structures with the same formula, charge and spin ... 255.6 kJ/mol
HOMO level ... -2.1 eV

Löwdin population analysis, charges in e, atoms 1 to 6:
1. In 0.88
2. C 0.01
3. C -0.61
4. C 0.02
5. C -0.10
6. C -0.09


4.
C45H53BCaN11OS9Se as an isolated structure, computed with ωB97M-V/def2-TZVPD.

Geometry (Å):
Ca 0.5306 1.8358 1.4132
C -0.6966 -3.2259 -4.6962
C -1.8446 -3.5764 -3.7497
C -2.3428 -4.9757 -4.1080
C -3.0133 -2.5972 -3.8727
N -1.3661 -3.5754 -2.3432
C -1.3527 -4.6825 -1.5042
C -0.8360 -4.2863 -0.3289
N -0.5188 -2.9502 -0.4255
B 0.0160 -2.0930 0.7517
N -0.4128 -2.8125 2.0609
C 0.4242 -3.3988 2.9843
C -0.3262 -3.8450 4.0059
N -1.6506 -3.5454 3.7118
C -1.6951 -2.9218 2.4916
S -3.0621 -2.4302 1.6116
C -2.7998 -3.8386 4.6041
C -3.7410 -4.8333 3.9239
C -3.5127 -2.5334 4.9611
C -2.2813 -4.4698 5.8949
N 1.5755 -2.0654 0.6390
C 2.3021 -2.7310 -0.3238
C 3.5944 -2.3909 -0.1788
N 3.6768 -1.4857 0.8709
C 2.4165 -1.2862 1.3652
S 1.9299 -0.3239 2.6830
C 5.0076 -0.9771 1.3140
C 5.7759 -0.5103 0.0720
C 4.9382 0.2005 2.2817
C 5.7368 -2.1398 1.9904
C -0.8449 -2.5058 -1.6601
S -0.5929 -0.9206 -2.2111
H -1.0613 -3.2405 -5.7251
H 0.1014 -3.9656 -4.6019
H -0.2968 -2.2414 -4.4695
H -2.6938 -4.9555 -5.1397
H -3.1793 -5.2837 -3.4797
H -1.5463 -5.7179 -4.0362
H -3.4303 -2.6485 -4.8807
H -2.6880 -1.5795 -3.6671
H -3.7933 -2.8662 -3.1582
H -1.7384 -5.6403 -1.7914
H -0.6981 -4.8391 0.5828
H -0.4198 -0.9788 0.7082
H 1.4908 -3.4064 2.8642
H -0.0211 -4.3140 4.9201
H -4.1265 -4.4265 2.9923
H -4.5754 -5.0547 4.5924
H -3.2114 -5.7648 3.7106
H -3.9058 -2.0490 4.0709
H -2.8185 -1.8494 5.4525
H -4.3352 -2.7485 5.6462
H -1.7766 -5.4194 5.7102
H -3.1384 -4.6658 6.5389
H -1.6058 -3.8012 6.4298
H 1.8402 -3.3916 -1.0345
H 4.4540 -2.7206 -0.7299
H 5.2197 0.2708 -0.4475
H 5.9796 -1.3168 -0.6320
H 6.7345 -0.0975 0.3867
H 4.3443 1.0229 1.8892
H 5.9643 0.5452 2.4315
H 4.5165 -0.0746 3.2427
H 5.8475 -2.9908 1.3161
H 5.1805 -2.4644 2.8709
H 6.7301 -1.8189 2.3081
S 3.9212 7.9509 4.0814
C 2.9063 6.7068 3.6566
S 1.7266 6.8069 2.4103
C 1.0541 5.1853 2.5288
C 1.5797 4.4088 3.5170
S 1.0852 2.8201 4.0074
S 2.8847 5.1694 4.4252
S -0.2211 4.7551 1.4363
O -0.0611 2.4906 -0.8257
S 0.2173 3.8212 -1.4732
C -1.3826 4.6072 -1.6162
C -1.4497 5.9684 -1.8556
C -2.6941 6.5723 -1.9437
C -3.8458 5.8162 -1.7680
C -3.7579 4.4568 -1.4990
C -2.5179 3.8410 -1.4192
C 0.4458 3.3803 -3.2042
C 1.1866 4.2270 -4.0133
C 1.4456 3.8535 -5.3250
C 0.9825 2.6343 -5.8025
C 0.2543 1.7882 -4.9745
C -0.0189 2.1618 -3.6675
H -0.5403 6.5514 -1.9348
H -2.7638 7.6377 -2.1198
H -4.8160 6.2938 -1.8188
H -4.6576 3.8771 -1.3354
H -2.4170 2.7903 -1.1744
H 1.5730 5.1591 -3.6161
H 2.0232 4.5059 -5.9677
H 1.1988 2.3389 -6.8217
H -0.0947 0.8284 -5.3345
H -0.5594 1.5089 -2.9974
C -5.0105 0.4676 0.3537
N -3.9455 1.1202 1.0822
C -4.0639 2.0755 2.0711
C -2.7959 2.3541 2.4804
N -1.9102 1.5805 1.7709
C -2.6334 0.8580 0.9446
H -5.9008 0.4265 0.9784
H -4.7025 -0.5491 0.1157
H -5.2444 1.0023 -0.5688
H -5.0207 2.4601 2.3780
H -2.4479 3.0605 3.2147
H -2.2539 0.1274 0.2456
Se 3.6106 4.4148 0.8853
N 4.2975 4.2447 -0.7397
C 3.8721 3.0833 -1.2220
C 4.0888 2.5629 -2.5321
C 3.4896 1.3849 -2.8437
C 2.6868 0.6912 -1.8785
N 2.4881 1.1088 -0.6632
C 3.0632 2.3020 -0.3364
N 2.8148 2.8488 0.8438
H 4.6862 3.1170 -3.2441
H 3.5864 0.9574 -3.8330
H 2.1812 -0.2281 -2.1578

Properties
Charge ... -1
Kohn-Sham gap ... 4.5 eV
Electronic energy ... -247953.3787 eV
LUMO ... 1.03 eV
Energy above the lowest of the compared OMol25 structures with the same formula, charge and spin ... 0.0 kJ/mol
HOMO level ... -3.4 eV

Löwdin population analysis, charges in e, atoms 1 to 6:
1. Ca 0.92
2. C -0.05
3. C -0.56
4. C -0.06
5. C -0.05
6. N 0.00


Q: The highest charge belongs to which entry?
A: C45H52AsDyNOS6Si


Q: Which value of charge does entry 2 give?
A: 0


Q: electronic energy of number 1 (C45H52AsDyNOS6Si)?
A: -208850.8892 eV


Q: What is the charge in the third record?
A: -2